Formula: C3H11NO2S2
Source: OMol25
Level of theory: ωB97M-V/def2-TZVPD

Results
- E_LUMO: 0.01464 Eh
- SMILES string: N[C@@H](CO)CSS.O
- HOMO-LUMO gap: 8.591 eV

```
! wB97M-V def2-TZVPD RIJCOSX def2/J DEFGRID3
* xyz 0 1
N -0.519 -0.783 1.570
C 0.115 -0.198 0.379
C 1.566 0.216 0.598
O 1.749 1.044 1.731
C 0.021 -1.194 -0.759
S -1.490 -1.176 -1.748
S -3.077 -0.825 -0.466
H -0.734 -0.050 2.233
H 0.143 -1.410 2.030
H -0.463 0.707 0.162
H 2.198 -0.660 0.742
H 1.923 0.711 -0.313
H 1.172 1.811 1.653
H 0.146 -2.200 -0.360
H 0.804 -1.067 -1.506
H -2.564 -1.445 0.609
H -0.910 1.705 -2.462
H -0.065 2.743 -1.703
O -0.016 2.071 -2.389
*
```

Here are the Mulliken charges for atoms 1 to 5, given in e: atom 1 (N): -0.476, atom 2 (C): 0.171, atom 3 (C): -0.937, atom 4 (O): -0.507, atom 5 (C): -0.832